6
Properties=species:S:1:pos:R:3:mulliken_charge:R:1 method="wB97M-V/def2-TZVPD" total_charge=0 orbital_gap_ev="7.43 / 7.27" lumo_energy_ev="-0.08 / -3.18" multiplicity=3
C 0.754 -0.657 0.471 -0.055
O -0.446 0.740 -0.226 0.060
F -1.785 0.383 -0.161 -0.052
Br -0.379 -1.877 1.174 0.045
Br 1.885 0.459 1.397 0.032
Br 1.537 -1.106 -1.290 -0.030

---

19
Properties=species:S:1:pos:R:3:mulliken_charge:R:1 method="wB97M-V/def2-TZVPD" total_charge=-1 orbital_gap_ev=6.44 smiles=CC[C@@H](C)NC[O-] lumo_energy_ev=3.96 de_lowest_ev=1.960 multiplicity=1
C -1.263 -1.418 -0.508 -1.458
C 0.086 -0.798 -0.308 0.515
C 0.340 0.142 0.978 -0.179
C -0.784 0.164 2.028 -1.454
N 0.294 0.164 -1.392 -0.679
C 1.600 1.088 -1.580 -0.492
O 1.735 2.012 -0.700 -0.853
H -1.973 -0.822 0.044 0.284
H -1.207 -2.467 -0.147 0.286
H -1.585 -1.415 -1.566 0.458
H 0.940 -1.648 -0.437 0.230
H 0.433 1.187 0.521 0.124
H 1.276 -0.050 1.472 0.339
H -1.159 -0.715 2.450 0.409
H -0.491 0.938 2.923 0.306
H -1.672 0.771 1.678 0.337
H -0.438 0.883 -1.331 0.290
H 1.503 1.631 -2.598 0.294
H 2.364 0.355 -1.527 0.244